(1)
Here is C24H32N4O3S as an isolated structure in a non-equilibrium geometry from the OMol25 dataset. Energies are from ωB97M-V with the def2-TZVPD basis set.

Geometry (Å):
C 3.316 -0.690 0.871
C 2.700 -1.736 1.721
C 1.079 -1.804 1.606
H 0.805 -0.855 1.889
H 1.089 -2.228 0.601
C 0.658 -2.837 2.733
N 1.039 -2.526 4.190
C 0.369 -1.865 4.911
N -0.649 -1.013 4.633
N -1.137 -0.749 3.357
C -2.204 0.172 3.306
C -2.675 0.261 1.976
C -3.182 1.441 1.533
C -3.890 1.813 0.365
C -3.545 0.761 -0.732
C -2.811 -0.224 -0.301
C -2.220 -0.460 0.823
H -1.748 -1.348 1.162
O -2.830 -1.245 -1.525
C -2.190 -2.388 -1.041
H -2.210 -3.165 -2.035
H -1.171 -2.311 -0.622
H -2.842 -2.941 -0.292
O -4.096 1.375 -1.768
C -3.517 0.785 -3.144
H -3.953 1.544 -3.939
C -1.764 1.670 -3.053
O -1.919 2.803 -3.328
N -0.943 0.900 -2.415
C 0.395 1.202 -2.283
C 1.213 0.262 -2.866
C 2.688 0.440 -2.643
C 3.016 1.656 -1.825
C 2.206 2.379 -1.234
C 0.798 2.162 -1.405
C -0.504 3.058 -0.716
H -1.086 2.235 -0.355
H 0.161 3.875 0.134
H -0.837 3.664 -1.424
H 2.277 3.266 -0.410
C 4.580 2.095 -1.595
H 4.695 3.135 -1.521
H 4.828 1.690 -0.438
H 5.292 1.319 -2.184
H 3.372 -0.163 -3.003
C 0.948 -0.783 -3.908
H 0.335 -0.410 -4.611
H 1.908 -1.194 -4.354
H 0.298 -1.693 -3.223
H -1.292 -0.154 -2.302
H -3.319 -0.091 -3.354
H -4.409 2.627 0.084
H -3.651 2.227 2.221
H -2.239 0.985 3.964
H -0.844 -0.121 5.298
S 0.922 -1.425 6.527
H 1.748 -3.212 4.422
H -0.514 -2.810 2.667
H 0.809 -3.839 2.428
H 2.999 -1.180 2.854
H 3.187 -2.839 1.564
H 3.086 -0.954 -0.154
H 4.382 -0.797 0.922
H 2.990 0.250 1.239

Cartesian forces (eV/Å) of the 6 atoms listed first:
C 0.257 -1.630 -1.159
C 0.300 -0.414 3.927
C 5.284 -3.667 2.073
H -1.458 2.155 -0.336
H -1.475 0.388 -0.028
C -4.170 2.228 -1.080

Energy relative to the best compared isomer or geometry (same formula, charge and spin)   480.1 kcal/mol
Frontier orbital gap   0.2461 Eh
Max |F|   14.4 eV/Å

***

(2)
Here is a single C24H32N6O4 molecule in a non-equilibrium geometry from the OMol25 dataset. Energies are from ωB97M-V with the def2-TZVPD basis set.

Geometry (Å):
C -3.286 -1.765 -1.179
C -4.310 -1.117 -0.254
C -4.510 0.364 -0.590
O -3.344 1.141 -0.425
C -3.063 1.520 0.903
C -1.620 2.019 0.989
N -0.664 0.927 0.937
C -0.317 0.378 2.148
O -0.833 0.803 3.176
C 0.691 -0.712 2.092
N 1.169 -1.158 0.959
C 0.739 -0.626 -0.207
C 1.218 -1.130 -1.426
N 0.846 -0.681 -2.595
C -0.047 0.318 -2.659
C -0.587 0.900 -1.515
C -0.193 0.433 -0.265
H -1.343 1.658 -1.605
C -0.426 0.742 -4.008
C -1.142 1.901 -4.282
N -1.486 2.287 -5.500
C -1.132 1.533 -6.528
C -0.399 0.347 -6.380
C -0.049 -0.041 -5.111
H 0.515 -0.943 -4.933
H -0.133 -0.223 -7.255
O -1.481 1.913 -7.769
C -2.216 3.117 -7.869
H -3.158 3.041 -7.320
H -2.405 3.265 -8.930
H -1.643 3.953 -7.463
H -1.458 2.579 -3.501
H 1.934 -1.941 -1.417
N 1.097 -1.336 3.220
C 0.979 -0.833 4.569
H 0.234 -0.044 4.617
H 0.659 -1.663 5.210
C 2.347 -0.306 5.042
N 3.405 -1.295 4.937
C 3.452 -1.831 3.591
H 4.213 -2.611 3.539
H 3.743 -1.018 2.919
C 2.095 -2.382 3.126
H 2.149 -2.717 2.092
H 1.786 -3.210 3.772
C 3.412 -2.283 6.006
H 2.408 -2.574 6.343
C 4.204 -1.720 7.193
O 5.497 -1.345 6.802
H 5.402 -0.863 5.968
H 3.673 -0.859 7.625
H 4.315 -2.481 7.970
H 3.927 -3.177 5.646
H 2.270 0.033 6.075
H 2.629 0.549 4.418
H -1.415 2.721 0.182
H -1.483 2.513 1.955
H -3.187 0.679 1.597
H -3.745 2.326 1.216
H -5.329 0.782 0.013
H -4.766 0.465 -1.648
H -3.982 -1.219 0.783
H -5.273 -1.621 -0.348
H -3.116 -2.802 -0.896
H -3.633 -1.739 -2.209
H -2.341 -1.232 -1.128

Cartesian forces (eV/Å) of the 6 atoms listed first:
C -0.114 0.033 0.197
C 0.221 0.336 -0.197
C -0.334 -0.298 0.079
O 0.359 0.083 0.013
C 0.065 0.165 0.163
C -0.591 0.120 0.144

Energy relative to the best compared isomer or geometry (same formula, charge and spin)   95.7 kcal/mol
Frontier orbital gap   0.2768 Eh
Max |F|   1.1 eV/Å

***

(3)
Here is C24H33AsBrN4ORe as an isolated structure in a non-equilibrium geometry from the OMol25 dataset. Energies are from ωB97M-V with the def2-TZVPD basis set.

Geometry (Å):
Re -0.146 0.621 0.278
C -0.859 1.310 3.344
N 0.143 0.549 2.584
C 0.087 -0.848 3.050
C 1.508 1.046 2.888
C 2.467 0.595 1.819
C 3.809 0.404 2.097
C 4.687 0.011 1.098
C 4.205 -0.196 -0.191
C 2.869 0.024 -0.476
C 1.953 0.388 0.517
H -0.613 1.311 4.408
H -1.840 0.850 3.227
H -0.914 2.343 3.008
H 0.269 -0.900 4.127
H 0.847 -1.435 2.534
H -0.900 -1.267 2.847
H 1.833 0.681 3.868
H 1.510 2.138 2.930
H 4.177 0.561 3.100
H 5.736 -0.119 1.314
H 4.876 -0.510 -0.974
H 2.542 -0.089 -1.500
Br 0.610 -3.914 -5.805
C 0.347 -2.490 -4.569
C 0.724 -2.642 -3.233
C 0.544 -1.599 -2.349
C 0.032 -0.366 -2.787
C -0.402 -0.254 -4.119
C -0.248 -1.302 -5.000
N 0.018 0.717 -1.904
C 0.147 1.925 -2.358
C 0.217 3.026 -1.439
C 0.298 4.350 -1.879
C 0.380 5.377 -0.955
C 0.401 5.041 0.392
C 0.336 3.705 0.758
N 0.232 2.698 -0.115
H 1.177 -3.566 -2.907
H 0.843 -1.711 -1.315
H -0.880 0.648 -4.468
H -0.569 -1.206 -6.025
H 0.265 2.135 -3.416
H 0.293 4.564 -2.937
H 0.437 6.407 -1.273
H 0.473 5.806 1.152
H 0.381 3.446 1.806
N -2.450 1.328 0.078
H -2.789 1.962 0.797
H -3.002 0.473 0.144
H -2.664 1.757 -0.819
C -2.189 -3.623 -1.132
As -2.075 -2.699 0.569
C -1.324 -3.904 1.900
C -3.864 -2.147 1.126
O -1.100 -1.333 0.387
H -2.987 -4.363 -1.058
H -1.249 -4.138 -1.333
H -2.414 -2.932 -1.945
H -1.742 -4.897 1.721
H -1.589 -3.598 2.913
H -0.238 -3.953 1.801
H -4.386 -3.040 1.473
H -4.422 -1.729 0.286
H -3.820 -1.426 1.945

Cartesian forces (eV/Å) of the 6 atoms listed first:
Re 1.821 -1.334 0.598
C -0.320 0.212 0.246
N -0.358 0.118 -0.911
C -0.177 -0.628 0.049
C 0.536 0.040 -0.256
C -0.034 -0.112 0.542

Expectation value of S²   0.847
Energy relative to the best compared isomer or geometry (same formula, charge and spin)   8.7 kcal/mol
2S+1   2
Frontier orbital gap (alpha / beta)   0.1711 / 0.1961 Eh
Max |F|   2.7 eV/Å
Net charge   +3